Computed, not measured: a structure of composition C32H56N3OP2Pt at a distorted geometry, with wB97M-V/def2-TZVPD.

Geometry (Å):
C: 2.4628 -1.3333 -1.3343
C: 1.7094 0.8274 -2.2499
C: 3.3740 -1.4844 -2.3749
C: 2.4335 0.4657 -3.4585
C: 3.3123 -0.6242 -3.4542
H: 4.0647 -2.3320 -2.3375
H: 2.3082 1.0804 -4.3533
H: 3.9629 -0.7618 -4.3154
N: 1.6668 -0.2288 -1.2795
P: 0.8157 -2.2498 0.7552
P: 0.4321 2.3406 -0.3360
C: 2.4402 -2.3003 -0.1226
H: 2.6975 -3.3195 -0.4714
H: 3.2223 -1.9989 0.6172
C: 0.9934 2.0366 -2.0183
H: 0.7525 2.7628 -2.8415
C: -1.3329 3.1287 -0.1185
C: 1.8572 3.4998 -0.0965
C: -0.2730 -3.4222 -0.3033
C: 1.1543 -3.0964 2.4043
C: -2.3976 2.1980 0.5022
H: -2.0869 1.7779 1.4614
H: -3.3274 2.7692 0.6593
H: -2.6731 1.3701 -0.1484
C: -1.2485 4.3382 0.8199
H: -0.8824 4.0245 1.8073
H: -0.6020 5.1281 0.4265
H: -2.2541 4.7723 0.9522
C: -1.8641 3.5199 -1.4969
H: -2.7882 4.1095 -1.3768
H: -1.1765 4.1469 -2.0666
H: -2.0580 2.6099 -2.0772
C: 1.9082 4.0721 1.3215
H: 1.8310 3.2981 2.0957
H: 2.8842 4.5656 1.3972
H: 1.1345 4.8272 1.4868
C: 3.1479 2.7022 -0.3627
H: 3.2516 1.8491 0.3207
H: 3.2126 2.3426 -1.3948
H: 3.9783 3.3938 -0.2100
C: 1.6992 4.6339 -1.1293
H: 1.7686 4.2643 -2.1691
H: 0.7379 5.1728 -0.9995
H: 2.5457 5.3282 -0.9529
C: -0.1850 -3.4780 3.0590
H: 0.0305 -3.8774 4.0633
H: -0.8271 -2.5907 3.1748
H: -0.7315 -4.2475 2.4999
C: 1.8835 -2.1498 3.3709
H: 2.7894 -1.7132 2.9338
H: 1.2401 -1.3411 3.7314
H: 2.1936 -2.7400 4.2469
C: 2.0631 -4.3212 2.2068
H: 3.0262 -4.0368 1.7587
H: 2.2546 -4.7511 3.2017
H: 1.6020 -5.1020 1.5958
C: -0.0414 -3.1022 -1.7937
H: 0.9037 -3.5447 -2.1539
H: -0.8654 -3.5479 -2.3803
H: -0.0130 -2.0214 -2.0053
C: -1.7485 -3.1497 0.0757
H: -2.0729 -2.1776 -0.2867
H: -2.3829 -3.9061 -0.4012
H: -1.9220 -3.1679 1.1546
C: -0.0222 -4.9334 -0.1161
H: 1.0071 -5.2216 -0.3669
H: -0.2960 -5.2911 0.8849
H: -0.6859 -5.4482 -0.8287
Pt: 0.6681 0.1628 0.4867
C: 0.6559 0.7517 2.2543
O: 0.7516 1.1743 3.3605
N: -1.1871 -0.2932 -1.1156
C: -1.5137 0.2401 -2.1531
C: -2.1206 0.2436 -3.5108
C: -1.4930 1.3111 -4.4213
C: -1.7459 -1.1175 -4.1370
C: -3.6311 0.4899 -3.2391
H: -1.5934 2.3066 -3.9630
H: -0.4020 1.1184 -4.5130
H: -1.9815 1.2976 -5.4152
H: -2.0966 -1.9771 -3.5345
H: -2.0754 -1.2867 -5.1903
H: -0.6376 -1.1702 -4.1341
H: -3.8046 1.6218 -3.2634
H: -4.3302 -0.1038 -3.9035
H: -3.8344 0.1863 -2.1824
C: -2.3690 -0.3185 6.4691
C: -2.0687 0.6503 5.3195
C: -1.9679 -0.0188 4.0264
N: -1.8873 -0.5367 2.9745
H: -3.3129 -0.8340 6.2792
H: -2.4685 0.2182 7.4127
H: -1.5722 -1.0619 6.5702
H: -2.8614 1.4154 5.2402
H: -1.1154 1.1859 5.4802

Summary:
- 2S+1: 3
- Charge: +1
- LUMO (spin up / spin down): -0.080 / -0.163 Eh
- Maximum force: 0.12731 Eh/bohr

Computed, not measured: a structure of composition C32H56N3OP2Sr at a distorted geometry, with wB97M-V/def2-TZVPD.

Geometry (Å):
C: -0.8976 2.7502 -0.0281
C: -0.2106 1.6512 -1.9645
C: -0.9802 3.9495 -0.7053
C: -0.2448 2.8036 -2.6920
C: -0.6597 3.9764 -2.0421
H: -1.2726 4.8445 -0.1563
H: 0.0360 2.8017 -3.7492
H: -0.7156 4.9104 -2.6082
N: -0.5768 1.6904 -0.6966
P: -0.0218 1.3920 2.3808
P: -0.7128 -1.2305 -2.0045
C: -1.1207 2.6144 1.5039
H: -0.9914 3.6090 1.9828
H: -2.1576 2.2959 1.6951
C: 0.3513 0.3339 -2.5045
H: 0.4602 0.3565 -3.5916
C: 0.2439 -2.7391 -2.4623
C: -2.3599 -1.0037 -2.7325
C: 1.6961 2.0657 2.4063
C: -0.7809 0.9680 3.9747
C: 1.0497 -3.3327 -1.2675
H: 0.3962 -3.9289 -0.6121
H: 1.8221 -3.9980 -1.6766
H: 1.5395 -2.5683 -0.6434
C: -0.7605 -3.8173 -2.8829
H: -1.4073 -4.1167 -2.0501
H: -1.3768 -3.5154 -3.7301
H: -0.1886 -4.7054 -3.1864
C: 1.1973 -2.4129 -3.6151
H: 1.3756 -3.3338 -4.1966
H: 0.8036 -1.6627 -4.3016
H: 2.1795 -2.0723 -3.2492
C: -3.2855 -2.1639 -2.2287
H: -2.9374 -2.5880 -1.2859
H: -4.2851 -1.7567 -2.0701
H: -3.3735 -2.9687 -2.9756
C: -3.0304 0.3241 -2.2957
H: -2.8627 0.5475 -1.2402
H: -2.6923 1.1590 -2.9097
H: -4.1132 0.2080 -2.4407
C: -2.2169 -1.0339 -4.2592
H: -1.1863 -0.9956 -4.6004
H: -2.6899 -1.9296 -4.6563
H: -2.7529 -0.1678 -4.7000
C: 0.0396 -0.1482 4.6510
H: -0.3537 -0.2959 5.6647
H: -0.0507 -1.1022 4.1110
H: 1.1047 0.1023 4.7340
C: -2.2285 0.4433 3.7944
H: -2.8371 1.0785 3.1536
H: -2.2494 -0.5810 3.4028
H: -2.6966 0.4315 4.7913
C: -0.8344 2.2446 4.8081
H: -1.0170 3.1308 4.2041
H: -1.6686 2.1565 5.5213
H: 0.0737 2.3977 5.4070
C: 1.9435 2.8977 1.1457
H: 1.3607 3.8197 1.1451
H: 3.0070 3.1575 1.0957
H: 1.7065 2.3161 0.2413
C: 2.7192 0.8813 2.4310
H: 3.2504 0.8343 1.4705
H: 3.4383 1.0414 3.2342
H: 2.2357 -0.0989 2.5934
C: 1.8954 2.9681 3.6320
H: 1.1290 3.7406 3.6962
H: 1.9406 2.4156 4.5778
H: 2.8670 3.4788 3.5151
Sr: -0.1303 -0.4764 0.4701
C: -2.3708 -0.4151 0.8522
O: -3.5159 -0.6429 1.0606
N: 1.7081 -0.1265 -0.5021
C: 1.7508 0.1685 -1.6693
C: 3.1005 0.4996 -2.4139
C: 2.9415 0.7505 -3.9034
C: 3.6653 1.7450 -1.7434
C: 4.0483 -0.6991 -2.1554
H: 2.5278 -0.1067 -4.4436
H: 2.3256 1.6261 -4.1082
H: 3.9381 0.9429 -4.3289
H: 3.8641 1.5564 -0.6765
H: 4.6129 2.0204 -2.2221
H: 2.9825 2.5962 -1.8178
H: 4.5378 -0.9874 -3.0831
H: 4.8103 -0.3959 -1.4283
H: 3.5287 -1.5685 -1.7450
C: -2.3199 -3.7981 4.5144
C: -2.4861 -3.3619 3.0226
C: -1.2689 -2.8974 2.4023
N: -0.3115 -2.4817 1.9287
H: -1.6521 -4.6501 4.5693
H: -3.2814 -4.0689 4.9163
H: -1.9206 -2.9640 5.0914
H: -2.9072 -4.2144 2.4629
H: -3.2415 -2.5710 2.9971

Summary:
- 2S+1: 1
- Charge: +1
- LUMO: -0.105 Eh
- Maximum force: 0.20514 Eh/bohr